1.
The following is a DFT calculation (ωB97M-V with the def2-TZVPD basis set) of a 23-piece molecular cluster, C23H89N44O25 overall.

Atoms and positions in Å:
O -1.3245 -0.3871 -0.1705
C -0.1266 0.1233 -0.3938
O -0.0499 1.1888 -0.9887
O 0.9584 -0.4522 -0.2517
H -1.1959 -1.2259 0.2783
C 1.4262 -2.9128 -4.1226
O 1.7717 -3.1840 -5.2414
N 1.9933 -2.0367 -3.2586
N 0.4494 -3.5665 -3.5049
H 2.7766 -1.5436 -3.6627
H 1.5797 -1.8720 -2.3520
H 0.0228 -3.4447 -2.5975
H 0.0565 -4.3937 -3.9308
C 0.9579 1.7714 -4.4589
O -0.0982 2.2054 -4.8058
N 1.4784 1.6769 -3.2829
N 1.8380 1.3510 -5.3298
H 2.3894 1.2520 -3.1844
H 1.0282 1.8166 -2.3897
H 2.7223 0.9940 -4.9973
H 1.4877 1.4736 -6.2691
C 1.0837 -6.5047 -1.1664
O 0.7511 -5.4497 -0.7302
N 0.9969 -6.8108 -2.4794
N 1.7057 -7.4060 -0.4013
H 0.4717 -6.2249 -3.1127
H 1.4500 -7.6293 -2.8601
H 2.3086 -8.1352 -0.7547
H 1.7460 -7.1826 0.5828
C -5.3574 0.2812 4.5211
O -5.8307 -0.6597 3.8924
N -4.1147 0.5898 4.4316
N -5.9306 1.1685 5.2930
H -4.0393 1.5082 4.8452
H -3.4831 0.2190 3.7362
H -5.3310 1.9364 5.5595
H -6.9365 1.2501 5.3326
C -2.2994 5.0008 -5.4543
O -2.7551 6.1188 -5.2088
N -1.3931 4.4771 -4.6769
N -2.5262 4.3706 -6.5946
H -1.4104 4.7693 -3.7102
H -1.0232 3.5795 -4.9556
H -2.3345 3.3850 -6.4846
H -3.3241 4.5689 -7.1813
C 3.2827 -3.1826 -0.2034
O 4.0701 -4.0212 -0.6126
N 1.9862 -3.1181 -0.1508
N 3.6486 -1.9085 -0.0167
H 1.4218 -3.8984 -0.4553
H 1.7439 -2.1442 -0.2642
H 3.0632 -1.1710 0.3487
H 4.6405 -1.7916 -0.1670
C 4.9639 -0.4796 -3.5248
O 3.9804 -0.0025 -4.1328
N 6.1424 -0.0427 -3.7048
N 4.9749 -1.5418 -2.7533
H 6.4177 0.5016 -4.5098
H 6.8714 -0.4538 -3.1394
H 5.7380 -1.9247 -2.2137
H 4.1015 -2.0476 -2.7895
C 2.7562 2.5843 0.7505
O 3.5498 3.2988 1.3041
N 3.0314 1.4891 0.0929
N 1.5200 2.6516 0.7865
H 2.2315 0.8831 -0.0210
H 3.9806 1.1466 0.1363
H 1.1360 3.3548 1.4014
H 0.9547 2.1680 0.1033
C 1.3226 6.4150 -4.1565
O 2.1298 6.5417 -4.9636
N 0.2440 7.1166 -4.2145
N 1.2925 5.3788 -3.4217
H 0.0511 7.9427 -4.7627
H -0.5702 6.6509 -3.8399
H 1.9867 4.6721 -3.6184
H 0.5022 5.0770 -2.8699
C -1.4038 -3.8907 6.4861
O -1.4035 -5.0307 6.0789
N -1.8906 -3.6822 7.6654
N -1.3628 -2.7470 5.8817
H -1.9386 -2.7714 8.0995
H -2.0704 -4.5024 8.2267
H -0.9111 -2.7092 4.9792
H -1.4639 -1.8767 6.3841
C 0.9684 -5.5269 3.4427
O 1.3253 -5.4502 4.6212
N 0.8872 -4.4922 2.5798
N 0.6138 -6.5668 2.7983
H 1.2684 -3.6030 2.8696
H 0.5096 -4.6596 1.6582
H 0.0285 -6.4014 1.9920
H 0.9870 -7.4470 3.1238
C -2.4718 -6.7442 1.4738
O -1.9098 -5.6990 1.5252
N -2.6191 -7.3781 0.3848
N -2.6164 -7.5902 2.4665
H -2.8424 -8.3610 0.4490
H -2.5113 -6.8950 -0.4956
H -2.7644 -7.1033 3.3389
H -2.7490 -8.5884 2.3871
C -2.2225 -1.9708 2.4038
O -2.6497 -0.9010 2.6244
N -0.9757 -2.3649 2.4906
N -2.9375 -2.9961 2.0652
H -0.3881 -1.6721 2.9319
H -0.6924 -3.3322 2.5555
H -3.8599 -2.7025 1.7771
H -2.5296 -3.8387 1.6861
C -2.8294 0.5989 -3.9950
O -3.8742 0.5192 -4.6090
N -1.8312 -0.2903 -3.8267
N -2.5029 1.6381 -3.2661
H -0.9806 0.0662 -3.4151
H -1.9416 -1.1443 -4.3545
H -1.6979 1.9167 -2.7234
H -3.2675 2.2961 -3.2160
C 5.4027 3.8387 -2.3836
O 5.9447 2.9110 -1.7908
N 5.9276 4.4624 -3.3715
N 4.0839 4.0544 -2.3236
H 6.8110 4.2067 -3.7890
H 5.5180 5.2818 -3.7969
H 3.5782 3.5262 -1.6268
H 3.7216 4.8628 -2.8086
C -1.5800 4.5905 -0.7149
O -1.2520 4.4466 -1.8921
N -1.5648 3.6818 0.1979
N -1.6658 5.7931 -0.2635
H -1.9396 3.8960 1.1111
H -1.4996 2.6952 -0.0082
H -1.3320 6.5766 -0.8064
H -1.8486 5.9587 0.7159
C -2.1029 4.3897 3.0160
O -0.9592 4.7669 3.1574
N -2.4606 3.1532 3.1389
N -3.1550 5.0860 2.7825
H -1.7779 2.4090 3.1537
H -3.4382 2.9894 3.3330
H -3.1067 6.0840 2.9298
H -4.0912 4.7197 2.6854
C -2.8353 -4.0737 -2.2243
O -2.8789 -5.3070 -2.4395
N -2.6435 -3.5375 -1.0246
N -2.8401 -3.2276 -3.1694
H -2.7004 -2.5556 -0.7952
H -2.5898 -4.2052 -0.2687
H -3.1458 -2.2658 -3.2100
H -2.6831 -3.5695 -4.1068
C 3.4628 -2.3459 4.0966
O 2.5491 -1.9979 3.4119
N 4.6576 -1.8625 4.1078
N 3.2964 -3.4278 4.7883
H 5.1008 -1.8083 5.0137
H 4.8225 -1.0262 3.5661
H 4.0015 -3.7905 5.4139
H 2.4269 -3.9244 4.6557
C 1.3773 7.4490 0.6689
O 0.7980 7.9501 -0.2662
N 1.8822 8.0622 1.7409
N 1.2827 6.1561 0.8842
H 1.7478 9.0622 1.7847
H 2.3447 7.5761 2.4959
H 0.9295 5.5726 0.1393
H 1.5814 5.7179 1.7438
C -0.0174 1.0704 4.1170
O -0.9888 1.5305 4.6617
N 1.1800 0.7968 4.6573
N -0.1196 0.6558 2.8940
H 1.4679 1.2127 5.5315
H 1.9166 0.4092 4.0852
H 0.7156 0.4511 2.3641
H -1.0430 0.7426 2.4941
C -4.6805 1.2498 -0.0108
O -5.5409 1.6759 -0.7573
N -3.4746 1.2268 -0.3456
N -4.8488 0.6601 1.1225
H -2.7678 0.7575 0.2023
H -3.4184 1.6759 -1.2485
H -4.0473 0.1866 1.5144
H -5.7010 0.3936 1.5944

Net charge: -1
Lowest unoccupied orbital energy in Ha: 0.054

2.
The following is a DFT calculation (ωB97M-V with the def2-TZVPD basis set) of an isolated ion of composition C4H11N4O and charge +1.

Atoms and positions in Å:
C 1.4905 0.2107 0.0225
C 1.4346 1.4827 -0.7486
C 1.1743 0.4225 1.5545
C -2.9452 -0.0788 0.0900
N -0.8061 -0.6874 -0.5428
N 0.4538 -0.7478 -0.5870
N 0.9253 -1.7293 -1.3514
N -1.5717 0.2297 -0.0972
O 0.3227 1.8867 -0.9527
H 2.4921 -0.1511 0.0803
H 2.3617 1.9574 -1.0745
H 1.3574 -0.5516 1.9001
H 0.0782 0.7435 1.7878
H 2.0329 1.0229 1.8663
H -2.9447 -0.9807 -0.3940
H -3.0627 -0.3106 1.1438
H -3.4899 0.7626 -0.2934
H 1.7494 -2.2332 -0.9219
H 0.1942 -2.3755 -1.6209
H -1.2468 1.1275 0.1388

Net charge: +1
Energy relative to the best compared isomer or geometry (same formula, charge and spin) in kJ/mol: 424.4
Lowest unoccupied orbital energy in Ha: -0.140
SMILES: C/[NH+]=N/N(N)[C@H](C)C=O

3.
The following is a DFT calculation (ωB97M-V with the def2-TZVPD basis set) of a 2-piece molecular cluster, C14H16 overall.

Atoms and positions in Å:
C 2.9043 3.2237 -0.7269
C 0.7889 0.4194 0.7693
C 1.6599 -0.6569 0.6963
C 1.2188 1.6887 0.3521
C 2.5057 1.8872 -0.1701
C 2.9580 -0.4305 0.2600
C 3.3992 0.8128 -0.1306
H -0.2017 0.3162 1.1826
H 1.3879 -1.7020 0.7788
H 0.5563 2.5422 0.4160
H 3.6597 -1.2564 0.2248
H 2.3725 3.3892 -1.6546
H 3.9763 3.3540 -0.8289
H 4.4034 1.0146 -0.4801
H 2.5736 4.0041 -0.0332
C -2.0140 -3.4513 0.0676
C -2.1944 0.0592 -1.3103
C -2.5584 0.7552 -0.1538
C -1.8787 -1.2756 -1.1866
C -2.1246 -1.9484 0.0462
C -2.7876 0.0984 1.0838
C -2.4656 -1.2200 1.2072
H -2.1631 0.5262 -2.2839
H -2.6223 1.8370 -0.1750
H -1.6109 -1.7301 -2.1327
H -3.2454 0.7421 1.8222
H -0.9260 -3.5378 0.1413
H -2.3692 -3.9091 -0.8495
H -2.6343 -1.7153 2.1543
H -2.5687 -3.8368 0.9135

Net charge: +1
Multiplicity: 2
Energy relative to the best compared isomer or geometry (same formula, charge and spin) in kJ/mol: 41.5
Expectation value of S²: 0.767
Lowest unoccupied orbital energy (alpha / beta) in Ha: -0.154 / -0.296

Copy entry 2 word for word.
The following is a DFT calculation (ωB97M-V with the def2-TZVPD basis set) of an isolated ion of composition C4H11N4O and charge +1.

Atoms and positions in Å:
C 1.4905 0.2107 0.0225
C 1.4346 1.4827 -0.7486
C 1.1743 0.4225 1.5545
C -2.9452 -0.0788 0.0900
N -0.8061 -0.6874 -0.5428
N 0.4538 -0.7478 -0.5870
N 0.9253 -1.7293 -1.3514
N -1.5717 0.2297 -0.0972
O 0.3227 1.8867 -0.9527
H 2.4921 -0.1511 0.0803
H 2.3617 1.9574 -1.0745
H 1.3574 -0.5516 1.9001
H 0.0782 0.7435 1.7878
H 2.0329 1.0229 1.8663
H -2.9447 -0.9807 -0.3940
H -3.0627 -0.3106 1.1438
H -3.4899 0.7626 -0.2934
H 1.7494 -2.2332 -0.9219
H 0.1942 -2.3755 -1.6209
H -1.2468 1.1275 0.1388

Net charge: +1
Energy relative to the best compared isomer or geometry (same formula, charge and spin) in kJ/mol: 424.4
Lowest unoccupied orbital energy in Ha: -0.140
SMILES: C/[NH+]=N/N(N)[C@H](C)C=O